Entry 1:
21
Properties=species:S:1:pos:R:3:forces:R:3:lowdin_spin:R:1 method="wB97M-V/def2-TZVPD" orbital_gap_ev="9.88 / 7.04" e_lumo_ev="-3.198 / -6.654" multiplicity=4 charge=+1 e_above_lowest_kcal_mol=0.00
O -0.64852 2.52840 0.89738 -1.610 2.512 2.020 1.468
Au 0.07304 1.37706 -0.29339 1.787 2.322 -1.526 0.963
O 1.94093 1.81879 -0.68154 0.529 0.519 -1.179 0.298
C 2.79653 0.92977 -0.05566 0.793 -0.296 1.336 0.022
C 2.22707 -0.48227 -0.00599 1.274 -1.376 1.350 0.007
O 0.81527 -0.43760 0.10260 0.119 -1.517 1.003 0.123
C -0.01153 -1.51031 -0.29086 -0.043 -0.805 -0.797 0.007
C -1.41163 -1.09462 0.08638 -0.195 -0.755 0.716 0.005
O -1.62254 0.25358 -0.32040 -1.762 -1.228 -0.797 0.074
C -2.90949 0.75389 0.02332 -1.071 0.406 0.651 0.009
H 3.02453 1.23994 0.98722 -0.226 0.128 -0.433 0.003
H 3.78421 0.86446 -0.55454 -0.535 0.226 -0.053 0.009
H 2.52843 -0.95006 1.02594 0.181 0.139 -2.494 0.001
H 2.42721 -0.98123 -0.96876 0.396 -0.416 0.733 0.000
H 0.26215 -2.44211 0.22480 -0.034 0.294 -0.063 0.004
H 0.09402 -1.65895 -1.37654 -0.030 -0.028 0.203 0.000
H -1.51403 -1.13423 1.18319 -0.123 -0.051 -0.283 0.000
H -2.15606 -1.74852 -0.38982 0.189 0.177 0.152 0.002
H -2.92060 1.83737 -0.13882 -0.038 -0.405 -0.364 0.003
H -3.67783 0.21943 -0.55246 0.248 0.331 0.057 0.002
H -3.10116 0.61720 1.09795 0.153 -0.177 -0.233 0.001



Entry 2:
23
Properties=species:S:1:pos:R:3:forces:R:3:lowdin_charge:R:1 method="wB97M-V/def2-TZVPD" orbital_gap_ev=6.51 e_lumo_ev=2.276 charge=-1 e_above_lowest_kcal_mol=109.40
C 3.80826 -1.25562 -1.02276 0.415 -0.386 -1.692 -0.197
C 2.65734 -0.47817 -1.09972 -1.296 1.276 1.251 -0.128
C 4.21030 -1.35815 0.24015 0.518 0.095 3.084 -0.465
C 2.11554 0.04833 0.06976 3.100 -1.670 0.686 -0.438
C -2.30130 -1.41594 -0.46219 0.468 2.003 -0.334 -0.745
C 0.98805 0.78686 0.23476 -0.706 1.739 -0.012 -0.114
C -1.42814 -0.09893 -0.29520 0.364 -1.152 2.670 -0.095
C -1.95074 0.82531 0.78658 1.680 -2.641 1.034 -0.417
C -3.11734 1.62903 0.47332 -2.348 1.693 1.340 -0.120
N 0.31058 1.62243 0.86212 0.560 -2.451 -1.011 -0.024
N -0.85088 1.82787 1.15416 -1.577 1.663 1.464 0.008
O -3.33702 -1.17958 -1.11677 -0.206 -0.622 0.061 -0.068
O -1.82433 -2.40290 0.08215 -0.171 -1.330 0.322 -0.044
S 3.26981 -0.53712 1.43717 -1.174 0.138 -1.860 0.965
H 4.34954 -1.64719 -1.90857 -0.543 0.162 0.853 0.118
H 2.15324 -0.18125 -1.96593 -0.503 0.089 -1.457 0.100
H 5.01778 -1.85756 0.73911 0.640 -0.328 -0.648 0.045
H -0.37725 -0.39412 0.05605 -1.070 -0.317 -0.355 0.101
H -1.27298 0.38724 -1.18775 -0.022 1.279 -2.276 0.082
H -2.26349 0.16148 1.66302 1.075 0.839 -0.532 0.158
H -4.05177 0.97742 0.37174 1.327 1.005 0.085 0.099
H -2.86881 2.08760 -0.46985 -0.581 0.743 -0.400 0.064
H -3.23639 2.45295 1.35863 0.050 -1.829 -2.272 0.116



Entry 3:
27
Properties=species:S:1:pos:R:3:forces:R:3:lowdin_charge:R:1 method="wB97M-V/def2-TZVPD" orbital_gap_ev=8.65 e_lumo_ev=0.070 charge=0 smiles=O.O.O.O.O.O.O.O.O e_above_lowest_kcal_mol=168.62
O -0.35725 1.54156 0.79127 2.415 3.944 0.094 0.008
H -0.74055 0.75195 0.95423 -2.358 -3.779 1.349 -0.027
H 0.56262 1.29713 0.65128 0.121 0.387 0.058 0.037
O -0.62114 0.51407 -1.49517 -1.855 -0.689 -0.012 -0.031
H 0.30404 0.43177 -1.46474 1.758 -0.062 -0.408 -0.058
H -0.85390 0.11015 -0.63824 -0.406 0.316 -1.110 0.042
O -4.43228 1.64790 -0.60885 2.228 -1.406 4.570 0.008
H -4.71951 1.89441 -1.40924 -1.825 1.384 -4.535 -0.038
H -5.17675 1.46336 -0.04413 -0.397 0.001 -0.014 0.033
O 3.41122 2.48669 0.22853 1.030 0.334 0.057 -0.072
H 3.00302 2.17513 1.04093 0.222 0.094 0.185 0.025
H 4.32327 2.78837 0.47175 -1.329 -0.483 -0.240 0.066
O 2.93939 -0.90149 -0.87802 8.273 4.123 -0.714 -0.128
H 3.88509 -0.81147 -1.23874 -1.087 0.189 1.057 0.105
H 2.60207 -0.00588 -1.07441 0.600 -0.329 0.447 0.016
O -0.22008 -3.45280 1.45370 -0.274 0.777 0.658 -0.053
H -0.15750 -4.39818 1.39419 0.114 -0.679 -0.197 0.021
H -0.57321 -3.30088 2.34579 0.130 0.000 -0.413 0.040
O -3.77979 -1.06329 3.72305 -0.810 -2.088 0.610 -0.069
H -4.34770 -0.32376 3.59260 -0.462 1.219 -0.257 0.005
H -4.45169 -1.75968 3.96819 1.300 0.861 -0.355 0.065
O 2.01639 1.29317 -3.15978 -1.250 1.470 2.197 -0.047
H 1.61445 1.66806 -2.30246 0.830 -0.148 -2.162 0.075
H 2.24026 0.42736 -2.85329 0.545 -1.146 -0.269 -0.019
O 1.33610 -1.78161 -1.07257 -5.980 -4.878 -3.060 -0.088
H 1.00946 -1.24623 -0.38876 -1.079 0.890 0.819 0.003
H 1.18400 -1.44579 -1.98712 -0.456 -0.301 1.645 0.082



E_tot values, unit Eh, following the record order: -633.1772; -1006.4245; -687.7571.